i:
3 unconnected molecules or ions with the total composition C5H15NO2, computed with ωB97M-V with the def2-TZVPD basis set.

Structure (XYZ):
```
23
Properties=species:S:1:pos:R:3
C -0.685 0.600 -2.251
C 0.360 -0.211 -2.125
C 0.570 -0.811 -0.804
C 1.810 0.058 -0.343
C 1.379 1.229 0.628
N 1.018 0.603 1.948
H -0.801 1.068 -3.284
H -1.309 0.899 -1.341
H 0.960 -0.779 -2.978
H 0.878 -1.906 -0.800
H -0.078 -0.823 0.112
H 2.642 -0.599 0.117
H 2.296 0.479 -1.189
H 2.165 1.985 0.804
H 0.694 1.787 0.110
H 1.622 -0.110 2.182
H 0.098 0.271 1.967
O -2.420 0.926 1.202
H -2.189 1.774 1.644
H -3.369 0.863 1.155
O -2.031 -2.635 1.389
H -1.062 -2.467 1.060
H -2.548 -2.201 0.797
```

## Properties
SMILES: C=CCCCN.O.O
Molecular weight (g mol⁻¹): 121.18
Total charge: 0
LUMO (Ha): 0.018
Multiplicity: 1

ii:
A molecular structure, C5H15NO2, computed with ωB97M-V with the def2-TZVPD basis set.

Structure (XYZ):
```
23
Properties=species:S:1:pos:R:3
C -1.403 -0.738 0.605
C -1.049 2.232 0.254
C -2.282 -1.047 -0.565
C -0.364 -1.562 0.983
O -0.558 1.095 -0.395
H -1.835 -0.082 1.350
H -2.135 2.307 0.109
H -0.595 3.148 -0.151
H -0.864 2.210 1.339
H -2.631 -0.129 -1.035
H -3.154 -1.614 -0.231
H -1.748 -1.629 -1.314
H -0.211 -2.482 0.429
H -0.081 -1.598 2.028
H 0.983 -0.745 0.461
C 2.462 -0.464 -1.132
N 1.681 0.057 -0.018
O 2.529 0.554 1.020
H 2.664 1.491 0.820
H 0.655 0.781 -0.295
H 3.026 0.339 -1.612
H 3.151 -1.242 -0.798
H 1.758 -0.883 -1.850
```

## Properties
Molecular weight (g mol⁻¹): 121.18
Total charge: 0
LUMO (Ha): 0.028
Multiplicity: 1

iii:
3 unconnected molecules or ions with the total composition C5H15NO2, computed with ωB97M-V with the def2-TZVPD basis set.

Structure (XYZ):
```
23
Properties=species:S:1:pos:R:3
C 2.114 -1.728 0.581
C 0.953 -0.819 0.343
C 0.860 0.523 0.425
C 1.773 1.467 1.192
N -0.370 1.000 -0.034
C -0.609 2.321 -0.505
H 2.798 -1.615 -0.256
H 2.663 -1.208 1.403
H 1.835 -2.744 0.836
H -0.038 -1.344 0.331
H 2.073 1.035 2.142
H 1.281 2.431 1.302
H 2.613 1.730 0.523
H -0.975 0.257 -0.334
H -1.489 2.381 -1.145
H -0.591 3.129 0.251
H 0.159 2.698 -1.223
O -1.820 -1.246 -2.903
H -2.072 -0.758 -2.120
H -1.043 -0.847 -3.327
O -2.056 -1.160 1.209
H -2.955 -1.478 1.277
H -1.603 -1.422 2.008
```

## Properties
SMILES: C/C=C(\C)NC.O.O
Molecular weight (g mol⁻¹): 121.18
Total charge: 0
LUMO (Ha): 0.021
Multiplicity: 1

iv:
3 unconnected molecules or ions with the total composition C5H15NO2, computed with ωB97M-V with the def2-TZVPD basis set.

Structure (XYZ):
```
23
Properties=species:S:1:pos:R:3
C -0.824 1.424 -2.290
C -0.662 1.314 -0.834
C -0.690 0.167 -0.149
C -0.451 0.060 1.332
C 1.017 -0.298 1.607
N 1.227 -1.743 1.562
H -1.640 2.122 -2.556
H -1.102 0.471 -2.743
H -0.096 1.930 -2.937
H -0.620 2.179 -0.172
H -0.690 -0.752 -0.736
H -0.588 1.092 1.686
H -1.158 -0.538 1.894
H 1.406 0.174 2.522
H 1.662 0.143 0.846
H 2.124 -1.965 1.160
H 1.063 -2.245 2.419
O -2.879 -2.061 1.108
H -1.919 -2.108 1.017
H -3.157 -2.256 0.202
O 2.935 1.258 -1.524
H 2.009 1.111 -1.273
H 3.033 0.520 -2.142
```

## Properties
SMILES: C/C=C/CCN.O.O
Molecular weight (g mol⁻¹): 121.18
Total charge: 0
LUMO (Ha): 0.029
Multiplicity: 1

Stability ranking, top entry: iv; the second entry is 0.0267 hartree less favorable.

i:
3 unconnected molecules or ions with the total composition C4H12NO, computed with ωB97M-V with the def2-TZVPD basis set.

Structure (XYZ):
```
18
Properties=species:S:1:pos:R:3
C -1.945 0.276 1.103
C -1.153 0.853 -0.051
C 0.229 1.182 0.095
C 1.011 1.950 -0.770
N 1.646 -1.938 0.806
H -2.702 -0.518 0.811
H -2.525 1.012 1.682
H -1.762 1.422 -0.856
H -1.257 -0.155 1.808
H 0.714 0.804 0.972
H 2.006 2.248 -0.477
H 0.602 2.379 -1.667
H 1.645 -2.951 1.129
H 1.272 -1.862 -0.156
H 2.626 -1.625 0.829
H -0.187 -1.361 -2.514
H -0.349 -0.477 -1.131
O 0.130 -1.238 -1.613
```

## Properties
Molecular weight (g mol⁻¹): 90.15
Total charge: +1
LUMO (Ha): -0.282
Multiplicity: 1

ii:
A molecular structure, C4H12NO, computed with ωB97M-V with the def2-TZVPD basis set.

Structure (XYZ):
```
18
Properties=species:S:1:pos:R:3
C 1.493 0.105 -1.413
C -0.840 1.035 -1.295
C 0.608 0.954 0.634
C -1.045 -1.276 1.801
N 0.472 0.808 -0.712
O -0.322 -1.004 0.636
H 1.041 -0.212 -2.335
H 2.343 0.786 -1.513
H 1.851 -0.764 -0.851
H -0.831 0.282 -2.114
H -1.625 0.796 -0.617
H -1.064 2.087 -1.770
H 1.439 0.496 1.284
H -0.332 1.256 1.137
H 0.648 -1.788 0.619
H -0.687 -1.774 2.739
H -2.113 -1.502 1.614
H -1.036 -0.284 2.157
```

## Properties
Molecular weight (g mol⁻¹): 90.15
Total charge: +1
LUMO (Ha): -0.178
Multiplicity: 1

Stability ranking, top entry: i; the second entry is 0.0315 hartree less favorable.

i:
2 unconnected molecules or ions with the total composition C4H12NO, computed with ωB97M-V with the def2-TZVPD basis set.

Structure (XYZ):
```
18
Properties=species:S:1:pos:R:3
C 2.322 -1.300 -0.671
C 1.070 -0.467 -0.859
C 0.217 -0.377 0.431
C 0.070 2.002 0.966
N 0.530 0.850 1.212
H 2.909 -0.952 0.181
H 3.021 -1.164 -1.490
H 2.112 -2.353 -0.537
H 0.425 -0.899 -1.612
H 1.320 0.531 -1.228
H 0.495 -1.196 1.086
H -0.841 -0.368 0.202
H -0.608 2.153 0.131
H 0.357 2.853 1.573
H 1.143 0.725 2.017
H -5.618 0.138 -0.510
H -4.177 -0.261 -0.791
O -4.748 0.083 -0.101
```

## Properties
Molecular weight (g mol⁻¹): 90.15
Total charge: +1
LUMO (Ha): -0.190
Multiplicity: 1

ii:
3 unconnected molecules or ions with the total composition C4H12NO, computed with ωB97M-V with the def2-TZVPD basis set.

Structure (XYZ):
```
18
Properties=species:S:1:pos:R:3
C 1.893 2.299 0.123
C 1.795 0.937 -0.397
C 0.681 0.452 -1.064
C 0.540 -0.773 -1.665
N -3.419 -1.185 1.608
H 2.674 2.869 -0.404
H 0.953 2.826 -0.018
H 2.662 0.281 -0.327
H 2.178 2.323 1.184
H -0.158 1.144 -1.105
H -0.250 -0.941 -2.392
H 1.416 -1.411 -1.776
H -2.480 -1.229 1.275
H -4.098 -1.367 0.894
H -3.617 -0.374 2.172
H -0.116 -1.495 -0.013
H -0.128 -2.604 1.106
O -0.526 -1.753 0.798
```

## Properties
Molecular weight (g mol⁻¹): 90.15
Total charge: +1
LUMO (Ha): -0.285
Multiplicity: 1

Stability ranking, top entry: i; the second entry is 0.0858 hartree less favorable.

i:
C7H7ClO in the gas phase, computed with ωB97M-V with the def2-TZVPD basis set.

Structure (XYZ):
```
16
Properties=species:S:1:pos:R:3
O 2.838 -2.396 1.181
C 2.217 -1.090 1.102
C 1.919 -0.710 -0.404
C 1.140 0.220 -0.795
C 0.403 1.173 -1.172
C -0.965 1.163 -1.022
C -2.217 1.088 -0.753
C -3.669 0.982 -0.369
Cl -3.974 0.891 1.382
H 3.215 -2.603 2.096
H 2.917 -0.309 1.477
H 1.302 -1.044 1.762
H 2.549 -1.211 -1.183
H 0.791 2.038 -1.679
H -4.477 1.738 -0.743
H -3.988 0.071 -0.879
```

## Properties
SMILES: OCC=C=CC#CCCl
Molecular weight (g mol⁻¹): 142.58
Total charge: 0
LUMO (Ha): 0.017
Multiplicity: 1

ii:
2 unconnected molecules or ions with the total composition C7H7ClO, computed with ωB97M-V with the def2-TZVPD basis set.

Structure (XYZ):
```
16
Properties=species:S:1:pos:R:3
C 0.703 0.967 0.084
C 0.569 -0.140 0.985
C 1.118 2.142 -0.273
C 0.567 -0.618 2.214
C -2.128 -0.197 -0.253
C 0.043 -0.148 -0.400
C 0.175 -1.128 -1.568
O -2.773 -0.687 -1.126
Cl -2.751 0.440 1.208
H 0.884 2.495 -1.230
H 1.766 2.659 0.355
H 0.116 -1.654 2.219
H 0.983 -0.072 3.070
H 0.962 -1.931 -1.158
H 0.699 -0.576 -2.354
H -0.932 -1.553 -1.771
```

## Properties
Molecular weight (g mol⁻¹): 142.58
Total charge: 0
LUMO (spin up / spin down) (Ha): -0.029 / -0.029
Multiplicity: 1

Stability ranking, top entry: i; the second entry is 0.0191 hartree less favorable.

i:
C6H10O in the gas phase, computed with ωB97M-V with the def2-TZVPD basis set.

Structure (XYZ):
```
17
Properties=species:S:1:pos:R:3
C -1.650 0.148 1.017
C -1.955 0.150 -0.428
C -0.898 -0.813 0.141
C 0.619 -0.625 -0.046
C 0.407 -0.197 -1.400
C 2.296 0.925 0.182
O 1.157 0.363 0.789
H -1.066 0.969 1.408
H -2.368 -0.294 1.698
H -2.871 -0.321 -0.768
H -1.621 0.990 -1.016
H -1.199 -1.852 0.184
H 1.102 -1.585 0.159
H 0.294 -1.109 -1.986
H 2.039 1.254 -0.842
H 3.127 0.207 0.136
H 2.586 1.791 0.772
```

## Properties
Molecular weight (g mol⁻¹): 98.14
Total charge: 0
LUMO (Ha): 0.020
Multiplicity: 1

ii:
2 unconnected molecules or ions with the total composition C6H10O, computed with ωB97M-V with the def2-TZVPD basis set.

Structure (XYZ):
```
17
Properties=species:S:1:pos:R:3
C 0.759 -1.135 -1.426
C -0.086 -1.229 -0.427
C -0.880 -1.830 0.427
H 1.754 -1.549 -1.351
H 0.517 -0.598 -2.334
H -1.260 -1.341 1.310
H -1.159 -2.868 0.297
C 1.550 0.887 1.143
C 0.241 0.944 1.204
C -0.721 1.328 -0.210
O -1.888 0.854 -0.835
H 2.051 0.768 0.186
H 2.180 0.802 2.019
H -0.354 0.957 2.106
H 0.058 1.637 -0.913
H -1.095 2.269 0.208
H -1.667 0.104 -1.403
```

## Properties
SMILES: C=C=C.C=CCO
Molecular weight (g mol⁻¹): 98.14
Total charge: 0
LUMO (Ha): 0.032
Multiplicity: 1

iii:
C6H10O in the gas phase, computed with ωB97M-V with the def2-TZVPD basis set.

Structure (XYZ):
```
17
Properties=species:S:1:pos:R:3
C -2.240 -0.194 0.086
C -1.108 0.734 -0.290
C -0.104 1.218 0.720
C 0.348 0.376 -0.440
C 1.018 -0.953 -0.191
C 2.523 -0.773 -0.147
O 3.090 0.270 -0.367
H -3.102 0.401 0.411
H -1.980 -0.868 0.909
H -2.563 -0.801 -0.767
H -1.414 1.489 -1.012
H 0.177 2.265 0.764
H -0.124 0.719 1.689
H 0.848 0.923 -1.235
H 0.810 -1.700 -0.974
H 0.708 -1.420 0.755
H 3.113 -1.685 0.088
```

## Properties
SMILES: C[C@H]1C[C@H]1CC=O
Molecular weight (g mol⁻¹): 98.14
Total charge: 0
LUMO (Ha): 0.039
Multiplicity: 1

Stability ranking, top entry: iii; the second entry is 0.1332 hartree less favorable.

i:
A molecular structure, C7H12N2O, computed with ωB97M-V with the def2-TZVPD basis set.

Structure (XYZ):
```
22
Properties=species:S:1:pos:R:3
C 1.598 2.489 1.492
C 0.802 1.381 0.841
C 0.234 1.594 -0.532
N -0.636 0.606 -0.930
C 0.546 2.680 -1.264
O 0.612 0.325 1.418
H -0.584 -0.272 -0.436
H -0.830 0.515 -1.913
H 1.873 2.177 2.497
H 2.504 2.696 0.921
H 1.017 3.410 1.538
H 1.190 3.456 -0.888
H 0.127 2.829 -2.250
C -0.004 -2.541 0.594
C -0.676 -2.842 -1.260
C -1.936 -2.826 -1.203
N -1.093 -2.475 1.252
H -1.141 -2.221 2.232
H 0.937 -2.366 1.123
H 0.214 -3.108 -1.790
H -2.768 -2.962 -1.865
H -1.987 -2.544 0.422
```

## Properties
Molecular weight (g mol⁻¹): 140.19
Total charge: 0
LUMO (Ha): 0.018
Multiplicity: 1

ii:
A molecular structure, C7H12N2O, computed with ωB97M-V with the def2-TZVPD basis set.

Structure (XYZ):
```
22
Properties=species:S:1:pos:R:3
C 0.668 -2.446 0.870
C -0.340 1.639 0.760
C -0.936 -0.845 -0.186
C -1.754 0.260 0.417
C 0.042 -1.503 0.345
C -2.656 1.013 -0.568
C 2.758 -0.143 -1.038
N 0.528 0.851 1.434
N 1.365 0.125 0.833
O 1.679 0.543 -0.484
H 1.770 -2.359 1.018
H 0.090 -3.350 1.083
H -0.915 2.234 1.305
H 0.036 2.072 -0.047
H -1.085 -0.899 -1.292
H -2.200 -0.017 1.483
H -1.927 1.248 -1.410
H -2.887 1.814 0.060
H -3.554 0.626 -1.023
H 3.017 0.445 -1.899
H 2.709 -1.171 -1.434
H 3.591 -0.138 -0.226
```

## Properties
Molecular weight (g mol⁻¹): 140.19
Total charge: 0
LUMO (Ha): 0.034
Multiplicity: 1

iii:
2 unconnected molecules or ions with the total composition C7H12N2O, computed with ωB97M-V with the def2-TZVPD basis set.

Structure (XYZ):
```
22
Properties=species:S:1:pos:R:3
N 2.551 1.297 1.026
C 1.680 0.657 0.575
C 0.612 -0.324 0.397
N -0.688 0.212 0.655
C -1.860 -0.655 0.867
C -2.724 0.400 0.153
C -1.401 0.964 -0.393
C 0.840 -1.388 -0.671
C 0.929 -1.752 0.775
H -1.827 -1.597 0.291
H -2.080 -0.889 1.918
H -3.446 0.028 -0.583
H -3.223 1.083 0.851
H -1.248 2.052 -0.366
H -1.174 0.591 -1.408
H -0.052 -1.686 -1.224
H 1.756 -1.350 -1.260
H 1.913 -1.955 1.196
H 0.110 -2.317 1.221
O 2.991 2.519 -1.550
H 3.322 2.492 -0.581
H 3.020 1.618 -1.890
```

## Properties
SMILES: N#CC1(N2CCC2)CC1.O
Molecular weight (g mol⁻¹): 140.19
Total charge: 0
LUMO (Ha): 0.028
Multiplicity: 1

Stability ranking, top entry: iii; the second entry is 0.0998 hartree less favorable.